{"formula": "C67H63CsNOP3Si", "method": "the ωB97M-V functional and the def2-TZVPD basis", "symbols": ["Cs", "C", "C", "C", "C", "C", "C", "P", "C", "C", "C", "C", "C", "C", "C", "C", "C", "C", "C", "C", "Si", "C", "C", "C", "C", "C", "C", "P", "C", "C", "C", "C", "C", "C", "C", "C", "C", "C", "C", "C", "C", "C", "C", "C", "C", "C", "P", "C", "C", "C", "C", "C", "C", "C", "C", "C", "C", "C", "C", "H", "H", "H", "H", "H", "H", "H", "H", "H", "H", "H", "H", "H", "H", "H", "H", "H", "H", "H", "H", "H", "H", "H", "H", "H", "H", "H", "H", "H", "H", "H", "H", "H", "H", "H", "H", "H", "H", "H", "H", "H", "H", "C", "C", "C", "C", "C", "C", "C", "C", "C", "C", "H", "H", "H", "H", "H", "H", "H", "H", "H", "H", "H", "H", "H", "H", "C", "N", "C", "C", "O", "H", "H", "H", "H", "H", "H", "H"], "xyz": [[-2.36, 0.74, 0.26], [1.23, -3.73, 5.03], [-0.11, -3.62, 4.69], [-0.57, -2.48, 4.05], [0.29, -1.42, 3.77], [1.63, -1.54, 4.11], [2.10, -2.69, 4.74], [-0.42, 0.02, 2.86], [-1.27, 0.93, 4.22], [-1.66, 0.38, 5.44], [-2.40, 1.13, 6.34], [-2.78, 2.43, 6.04], [-2.40, 2.99, 4.83], [-1.65, 2.25, 3.94], [1.08, 1.03, 2.61], [1.60, 1.75, 3.68], [2.82, 2.39, 3.58], [3.55, 2.26, 2.41], [3.03, 1.54, 1.34], [1.76, 0.92, 1.37], [0.93, 0.46, -0.32], [-0.08, -1.18, -0.30], [0.04, -2.14, 0.71], [-0.67, -3.33, 0.71], [-1.55, -3.60, -0.33], [-1.72, -2.66, -1.33], [-1.00, -1.45, -1.32], [-1.54, -0.43, -2.78], [-0.70, 1.21, -3.02], [-1.53, 2.32, -2.81], [-1.12, 3.60, -3.13], [0.13, 3.80, -3.71], [0.94, 2.70, -3.98], [0.52, 1.42, -3.66], [-0.66, -1.36, -4.11], [0.65, -1.82, -3.95], [1.30, -2.45, -5.00], [0.65, -2.64, -6.21], [-0.66, -2.22, -6.37], [-1.31, -1.58, -5.32], [2.58, 0.02, -1.29], [3.09, 1.18, -1.91], [4.33, 1.24, -2.54], [5.14, 0.12, -2.57], [4.68, -1.04, -1.97], [3.42, -1.12, -1.35], [2.93, -2.73, -0.59], [4.18, -2.89, 0.74], [4.46, -4.16, 1.26], [5.28, -4.30, 2.37], [5.82, -3.18, 2.99], [5.52, -1.92, 2.50], [4.70, -1.77, 1.39], [3.46, -4.06, -1.76], [2.42, -4.76, -2.36], [2.67, -5.80, -3.25], [3.98, -6.15, -3.55], [5.03, -5.48, -2.93], [4.77, -4.45, -2.03], [1.60, -4.63, 5.51], [-0.80, -4.44, 4.90], [-1.62, -2.41, 3.75], [2.33, -0.74, 3.88], [3.15, -2.77, 4.98], [-1.37, -0.63, 5.69], [-2.68, 0.69, 7.30], [-3.36, 3.00, 6.75], [-2.67, 4.01, 4.60], [-1.31, 2.69, 3.01], [1.06, 1.80, 4.62], [3.22, 2.96, 4.42], [4.52, 2.72, 2.31], [3.63, 1.46, 0.45], [0.80, -2.00, 1.47], [-0.50, -4.06, 1.49], [-2.08, -4.54, -0.38], [-2.39, -2.86, -2.16], [-2.52, 2.17, -2.41], [-1.78, 4.44, -2.98], [0.46, 4.79, -3.97], [1.90, 2.84, -4.45], [1.16, 0.59, -3.90], [1.15, -1.70, -3.00], [2.32, -2.79, -4.87], [1.17, -3.12, -7.03], [-1.18, -2.38, -7.30], [-2.33, -1.24, -5.44], [2.48, 2.07, -1.88], [4.66, 2.17, -3.00], [6.11, 0.14, -3.03], [5.33, -1.91, -1.96], [4.04, -5.04, 0.79], [5.50, -5.29, 2.75], [6.47, -3.29, 3.85], [5.93, -1.04, 2.99], [4.46, -0.78, 1.02], [1.40, -4.47, -2.13], [1.85, -6.33, -3.71], [4.18, -6.96, -4.24], [6.05, -5.77, -3.14], [5.60, -3.99, -1.52], [-5.15, 5.71, 2.33], [-4.62, 4.64, 1.37], [-5.73, 4.16, 0.43], [-3.42, 5.15, 0.61], [-3.52, 6.13, -0.38], [-2.39, 6.60, -1.03], [-1.12, 6.12, -0.74], [0.10, 6.66, -1.42], [-1.02, 5.14, 0.24], [-2.15, 4.67, 0.90], [-6.01, 5.33, 2.89], [-5.47, 6.60, 1.78], [-4.38, 6.01, 3.04], [-4.29, 3.79, 1.98], [-6.15, 4.99, -0.13], [-6.54, 3.70, 1.00], [-5.35, 3.42, -0.28], [-4.49, 6.54, -0.64], [-2.51, 7.37, -1.79], [0.65, 7.32, -0.75], [-0.16, 7.23, -2.31], [0.77, 5.85, -1.71], [-0.04, 4.73, 0.49], [-2.03, 3.93, 1.68], [-5.09, -2.92, 0.03], [-5.44, -2.15, -1.15], [-6.07, -2.86, -2.25], [-5.15, -0.85, -1.25], [-4.60, -0.17, -0.38], [-5.99, -3.24, 0.56], [-4.48, -2.31, 0.69], [-4.52, -3.80, -0.26], [-6.73, -3.63, -1.85], [-5.33, -3.34, -2.89], [-6.66, -2.17, -2.85], [-5.46, -0.41, -2.21]], "mulliken_charge": [2.68, -0.77, -0.74, -0.51, -0.21, 0.05, -0.56, 0.11, 0.46, -0.47, -0.76, -0.63, -0.54, -0.61, 0.43, 0.25, -1.06, -0.90, -0.88, 0.80, -0.84, 1.14, 0.01, -1.44, -1.64, -1.86, -0.05, 0.38, 1.32, -1.31, -0.90, -0.74, -0.42, 0.09, 0.05, 0.07, -0.50, -0.79, -0.61, -0.89, 0.03, -0.73, -0.93, -1.20, -0.58, 1.07, 1.24, 0.58, -0.86, -0.64, -0.65, -0.61, -0.30, 0.37, -0.56, -0.55, -0.53, -0.73, -0.15, 0.38, 0.46, 0.45, 0.17, 0.44, 0.37, 0.42, 0.40, 0.49, 0.57, 0.52, 0.42, 0.44, 0.28, 1.19, 0.59, 0.62, 0.64, 0.72, 0.54, 0.54, 0.48, 0.17, 0.24, 0.58, 0.40, 0.41, 0.42, 0.78, 0.41, 0.38, 0.23, 0.48, 0.41, 0.38, 0.44, 0.00, 0.26, 0.45, 0.38, 0.39, 0.33, -1.63, 0.66, -1.55, -0.45, -0.18, -0.96, 0.91, -1.59, -0.21, 0.00, 0.44, 0.36, 0.35, 0.20, 0.31, 0.45, 0.32, 0.36, 0.33, 0.41, 0.33, 0.27, 0.36, 0.56, -0.92, 0.18, -0.95, 0.13, -0.88, 0.39, 0.19, 0.37, 0.36, 0.30, 0.36, 0.34], "orbital_gap_ha": 0.19992, "energy_ev": -110331.049, "relative_energy_kj_mol": 44.1, "e_homo_ha": -0.20012, "total_charge": 0}